(1)
Computed, not measured: a structure of composition C55H41AuO3P2S in a non-equilibrium geometry, with the ωB97M-V functional and the def2-TZVPD basis.

Element x y z (Å)
C -0.60112 -6.81040 1.40110
C 3.80793 0.52687 -3.39381
C -1.93123 -0.88481 -6.29940
C -0.98590 1.13699 -4.94301
H 5.41693 1.07813 -2.08799
H -5.87310 2.34389 -1.40970
H 1.01852 4.32371 3.96567
H 2.39694 -2.80427 2.42481
C -2.55048 -2.19244 -5.74930
H -4.09524 4.20783 2.01159
H 4.27692 0.30866 -0.05119
C -2.74778 3.18943 0.70390
P 1.57539 -0.86955 0.34587
H -3.66057 1.57374 -2.14900
H -0.64662 -7.14655 2.43753
H -1.27431 -7.45544 0.83515
C 4.42540 0.65175 -2.15826
H -6.09741 3.65929 0.66887
O -2.92721 -0.56392 0.84264
H 2.20765 6.42986 -2.01517
H 2.89921 1.38617 1.55937
C 2.50709 -0.33861 -1.09807
H -3.59011 -2.31302 -6.05734
C -1.89306 -0.82133 -3.91018
C 0.80958 4.31630 6.10496
C 0.02232 3.34276 -1.27712
S -1.78061 -1.11487 0.12452
H -0.69746 1.73664 -5.79578
C -2.20313 -4.75518 1.65383
H -3.28902 -2.89305 1.53948
C 2.78692 -1.82715 2.67612
C 3.07788 0.51950 2.18829
H -0.25243 6.60350 -2.14251
C -0.22823 1.75093 5.79678
H 3.62957 -2.49929 4.52551
H -0.62047 0.75223 5.66214
H -2.01915 -3.08088 -6.09210
C 3.97301 -0.40780 4.21202
H 4.50889 -0.27852 5.14260
C 1.89900 -0.48393 -2.34644
C 1.14528 -5.41093 0.47028
H 0.92573 -0.95282 -2.43076
O 0.09794 2.61779 2.29896
C -5.12243 3.31709 0.34888
C 2.59660 -0.74366 1.82208
C -2.34600 -3.39028 1.34947
H 0.92473 -7.48970 -0.03522
H -2.81359 -3.27070 -1.16402
H 1.21674 5.30970 6.23504
H 3.15901 -5.38455 -0.28182
H -3.02090 -5.29132 2.11555
C 3.47987 -1.65564 3.86580
C -2.82971 -2.93857 -3.26945
C 0.09523 1.88366 3.34870
O 0.01710 0.62434 3.19539
H 0.45649 4.02767 8.19916
H 3.20687 -2.94515 -0.46770
C 1.59486 5.56180 -1.81238
C 0.84420 -6.84055 0.83728
C 1.41047 3.24563 -1.20551
C -1.56022 -0.09182 -5.07424
C 0.01690 -4.61150 0.74007
C -2.02769 -1.33376 -1.60130
C 3.77101 0.68213 3.37185
C 0.70730 3.76606 4.83897
H -2.63563 -0.32916 -6.91866
H 2.07476 -0.16826 -4.45560
C 2.27705 -3.41844 -0.16964
C 2.54721 -0.05168 -3.48929
C 2.19395 4.35470 -1.47621
H -0.48001 1.76302 7.92423
C 0.19183 2.48099 4.68729
C -1.32301 -2.66629 0.75835
Au -0.02255 0.83279 0.98640
C 3.78093 0.21967 -1.00752
H -3.27745 -3.89912 -3.48382
C -0.03386 -3.22919 0.51730
C -0.14262 2.31516 7.05773
H 1.56124 -7.20996 1.57065
H 4.14429 1.65881 3.64840
H -1.05345 -1.07747 -6.91690
H -1.65675 4.63523 -1.66862
P -0.98086 1.89002 -0.95167
C 0.21187 5.66161 -1.88418
H 4.31571 0.86568 -4.28689
C -2.57702 -2.56346 -1.94499
C -1.03441 -5.37222 1.29334
C -1.67982 -0.36390 -2.59628
C -4.99872 2.57664 -0.81749
C -3.99761 3.62613 1.10505
C 0.38189 3.59285 7.21132
C -0.80340 1.64154 -3.64149
C -3.74887 2.13960 -1.23037
C 1.18583 -2.61151 0.11664
C -0.57830 4.55396 -1.61927
H -0.38190 2.63371 -3.54687
C -2.62229 2.44469 -0.47070
H -1.87618 3.42966 1.30233
C -2.46154 -2.06394 -4.25411
H 3.27173 4.28096 -1.41818
C 2.27001 -4.81888 -0.03783
H 1.88417 2.30501 -0.94688
C -1.14647 0.95898 -2.48698

Cartesian forces (eV/Å) of the 2 atoms listed first:
-0.018 0.012 -0.009
-0.013 -0.008 -0.020

Results
Energy above the lowest of the compared OMol25 structures with the same formula, charge and spin ... 0.0 kJ/mol
E ... -96934.9534 eV
Kohn-Sham gap (spin up / spin down) ... 7.049 / 5.249 eV
2S+1 ... 3
Charge ... +2

Results of the Löwdin charge analysis, in e, for atoms 1 through 4: -0.076, -0.045, -0.078, 0.017

***

(2)
Computed, not measured: the molecule C23H27N3O2, with the ωB97M-V functional and the def2-TZVPD basis.

Element x y z (Å)
C -4.08835 -2.18526 -3.59916
H -0.16824 -1.36736 -3.19210
H -5.52830 -0.55279 -1.01956
C -2.60764 1.84169 1.51634
H -6.07932 -1.48393 -3.23748
H -1.71486 -2.39577 0.65292
H 2.55838 1.90325 -0.37772
H 4.98792 2.12668 2.43868
C -3.47800 -1.14624 -1.11065
H -3.38021 3.89447 1.85214
H 0.56687 -2.51680 1.53883
H -3.49829 1.90716 -0.52877
H 2.11933 -1.48825 -2.29688
H -0.24746 0.47070 1.28720
C -1.10808 -1.86128 -1.33125
H 6.29085 1.02104 0.84602
C 2.55389 0.28241 1.06158
N -0.19836 1.47173 1.39070
C 1.82697 1.26044 0.11200
C 2.90324 -1.97500 0.22920
H 5.05603 -1.03629 1.53115
H 2.92899 -2.44612 1.22821
H -2.20384 3.13506 -0.23244
H -4.32603 -2.59788 -4.56887
C 4.80808 -0.53163 0.57824
H -2.03838 -2.78290 -3.68979
C -1.25681 2.12021 2.13407
N 3.39883 -0.60599 0.26614
C 0.41064 -2.25497 0.50076
C 1.50307 -1.99980 -0.31755
O 0.93888 3.35605 0.88978
H 3.56764 -2.54154 -0.43052
C 5.21591 0.93438 0.67995
H -2.96850 0.83334 1.68700
C 0.82919 2.14980 0.84031
C -2.94267 2.47817 0.19995
C -0.87798 -2.18283 0.00350
C 3.26129 1.12854 2.11631
H 4.96013 1.44848 -0.25410
C -4.76422 -1.04254 -1.60595
H -4.67466 2.66155 1.58536
H -1.23356 1.78239 3.17686
C -2.79943 -2.28249 -3.10869
H -1.03290 3.18863 2.10556
H 5.36281 -1.02367 -0.22574
H -3.23684 -0.72604 -0.14564
O 2.70672 1.45861 3.14321
C -5.07391 -1.56284 -2.85141
C 1.27572 -1.69228 -1.65443
H 1.30551 0.68127 -0.65184
C -0.00908 -1.62807 -2.15611
N 4.51075 1.51287 1.79660
H 1.80355 -0.30243 1.60783
C -2.47755 -1.76431 -1.85674
C -3.63771 2.92835 1.44699

Cartesian forces (eV/Å) of the 2 atoms listed first:
-0.059 0.003 -0.094
-0.023 0.033 -0.096

Results
Energy above the lowest of the compared OMol25 structures with the same formula, charge and spin ... 182.8 kJ/mol
SMILES string ... O=C(C[C@@H]1C(=O)NCCN1Cc1ccc(-c2ccccc2)cc1)NCC1CC1
E ... -32855.0529 eV
Kohn-Sham gap ... 9.285 eV

Results of the Löwdin charge analysis, in e, for atoms 1 through 4: -0.081, 0.116, 0.104, -0.292